Run a
Formula: C6H11NO
Source: the OMol25 dataset
Level of theory: ωB97M-V with the def2-TZVPD basis set

```
19
Properties=species:S:1:pos:R:3:lowdin_charge:R:1
C -1.7171 -0.2538 1.5408 -0.3284
C 1.4137 -0.5889 0.0310 -0.0833
C 0.6531 -1.2129 1.2521 -0.1364
C 0.1622 0.2855 -0.3339 -0.4385
C 0.3066 1.7862 -0.5418 -0.0497
C -0.5686 -0.2541 -1.5676 -0.0604
N -0.3950 -0.2119 1.0919 -0.0046
O -2.7091 0.3743 1.2578 0.0346
H -1.7124 -1.0670 2.2597 0.1207
H 2.3168 0.0944 0.2091 0.1322
H 1.6753 -1.1914 -0.7617 0.0664
H 0.4004 -2.2410 1.0962 0.1048
H 1.2718 -1.1703 2.1212 0.0977
H 1.2983 2.1754 -0.1724 0.0871
H -0.4675 2.4209 -0.0879 0.0868
H 0.3427 2.1111 -1.5982 0.0765
H -1.5666 0.1709 -1.8150 0.0854
H -0.7195 -1.3991 -1.5318 0.1114
H 0.0150 0.1716 -2.4494 0.0979
```

Calculated values
* SMILES: CC1(C)CCN1C=O
* Kohn-Sham gap: 0.3797 hartree

***

Run b
Formula: C6H11NO
Source: the OMol25 dataset
Level of theory: ωB97M-V with the def2-TZVPD basis set

```
19
Properties=species:S:1:pos:R:3:lowdin_charge:R:1
C -1.2056 -1.3958 -1.9559 -0.0328
C -0.6266 -0.2779 -2.1708 -0.4014
C -0.3684 1.3545 2.2871 -0.0863
C 1.2541 0.2907 -0.1932 -0.0223
C -0.3279 -0.1356 1.7270 -0.2503
C 0.6846 -0.4899 0.7321 -0.2026
N 0.1388 -1.5067 -2.6108 0.0165
O -0.3423 0.9861 -2.1610 0.1042
H -1.8507 -2.0152 -1.4659 0.0640
H -0.8165 1.3261 3.2214 0.0273
H -0.9458 1.8647 1.5334 0.0518
H 0.6800 1.8940 2.2760 0.1114
H 2.0074 -0.0754 -0.9118 0.0704
H 0.9194 1.2274 -0.5900 0.0472
H -1.3255 -0.2837 1.2179 0.1168
H -0.3520 -0.8484 2.5982 0.1120
H 1.1118 -1.4074 0.8813 0.0702
H 0.9257 -1.7559 -1.8219 0.0960
H 0.4394 1.2485 -2.5932 0.1079
```

Calculated values
* SMILES: OC1=CN1.C=CCC
* Kohn-Sham gap: 0.3143 hartree

***

Run c
Formula: C6H11NO
Source: the OMol25 dataset
Level of theory: ωB97M-V with the def2-TZVPD basis set

```
19
Properties=species:S:1:pos:R:3:lowdin_charge:R:1
C -1.0716 1.0341 0.4207 -0.1465
C -1.8525 -0.0875 -0.4281 -0.3163
C -0.0426 -1.7138 0.1269 -0.1167
C 0.9819 -0.8275 0.3619 -0.3210
C 2.2382 -0.3702 -0.2906 -0.0453
C 0.3743 1.4235 -0.3069 -0.1767
H -0.8585 0.6817 1.4185 0.0643
H -1.7973 1.7808 0.7747 0.0954
H -3.1278 0.1245 -0.1479 0.1604
H -1.9387 0.2488 -1.6647 0.1549
H -0.0546 -2.0278 1.1221 0.1098
H 0.4261 -2.4456 -0.4517 0.1197
H 0.6774 -0.1358 1.3877 0.1761
H 2.6107 -1.0991 -0.8585 0.0600
H 2.9402 0.4579 0.2518 0.1736
H 0.9055 2.0102 0.4999 0.1149
H 0.0607 2.1134 -1.1488 0.1191
N 0.9939 0.1960 -0.6734 -0.1162
O -1.4653 -1.3637 -0.3935 -0.1098
```

Calculated values
* SMILES: C1COC[C@H]2CN2C1
* Kohn-Sham gap: 0.3704 hartree

***

Quick one: least stable of them? run c

***

Run a
Formula: C6H11NO
Source: the OMol25 dataset
Level of theory: ωB97M-V with the def2-TZVPD basis set

```
19
Properties=species:S:1:pos:R:3:lowdin_charge:R:1
C -1.5250 -0.1887 -0.2513 -0.4826
C -0.8818 1.2284 -0.3644 -0.1924
C 1.1795 0.3120 -0.2219 -0.5469
C 2.3564 -0.3382 0.2869 0.0246
C 0.7740 -0.7957 0.3773 -0.2392
C -0.5404 -1.4093 -0.4043 -0.0452
H -1.5648 0.5236 1.4149 0.2463
H -2.2411 -0.2934 -1.1934 0.1679
H -0.7463 1.3256 -1.3532 0.0605
H -1.6246 2.0215 -0.3743 0.1318
H 0.5129 1.8230 1.3032 0.1864
H 0.8701 0.2648 -1.3118 0.1734
H 3.0339 -0.9786 -0.4096 0.1199
H 2.7227 0.0330 1.2997 0.1170
H 0.5586 -0.8541 1.5175 0.1547
H -0.1751 -1.5535 -1.4803 0.1272
H -0.9202 -2.2832 0.0826 0.0886
N 0.4861 1.4729 0.2104 -0.0132
O -2.2750 -0.3101 0.8721 -0.0787
```

Calculated values
* Kohn-Sham gap: 0.3253 hartree

***

Run b
Formula: C6H11NO
Source: the OMol25 dataset
Level of theory: ωB97M-V with the def2-TZVPD basis set

```
19
Properties=species:S:1:pos:R:3:lowdin_charge:R:1
C 1.4334 -0.2337 -2.1089 -0.1168
C 1.2058 0.8008 -1.0319 -0.2082
C 0.0434 1.5745 -1.1012 -0.0161
H 2.1033 1.4189 -0.9640 0.0917
H 1.5535 -1.2287 -1.6843 0.0665
H 2.3073 -0.0923 -2.7493 0.0742
H 0.6060 -0.1386 -2.8193 0.0684
H -0.8598 1.2732 -1.6135 0.0534
H 0.1367 2.6494 -1.1882 0.0533
C 0.0857 -0.2743 1.3099 -0.5075
N -0.0111 0.7542 2.2723 0.1261
C -1.3262 -0.6027 0.7582 -0.1104
C -1.7336 -1.8884 0.8228 0.0322
O 0.8099 -1.2510 1.5847 -0.0041
H 0.5148 0.6585 3.1279 0.1006
H -0.8530 1.3095 2.3073 0.0844
H -2.1238 0.1251 0.8881 0.0916
H -2.7526 -2.2493 0.8118 0.0550
H -1.1400 -2.6051 1.3773 0.0657
```

Calculated values
* SMILES: C=CC(N)=O.C=CC
* Kohn-Sham gap: 0.3576 hartree

***

Run c
Formula: C6H11NO
Source: the OMol25 dataset
Level of theory: ωB97M-V with the def2-TZVPD basis set

```
19
Properties=species:S:1:pos:R:3:lowdin_charge:R:1
C -0.6839 -1.9163 1.1842 -0.1125
C 0.6913 0.2677 1.0738 -0.0994
C 1.1537 0.6303 -0.3078 -0.1541
C 1.0018 1.5812 -1.5521 0.0159
C -0.1939 0.9435 -0.9671 -0.4802
C -0.9365 -0.3429 -0.7787 -0.1013
H -0.0734 -2.5490 0.5515 0.0560
H -1.7242 -2.3334 1.1950 0.0834
H -0.1697 -1.9962 2.2498 0.1133
H 0.5613 1.0675 1.7810 0.1022
H 1.3363 -0.4209 1.5985 0.0960
H 1.5848 -0.2406 -0.8235 0.1244
H 0.8849 2.6709 -1.6025 0.1091
H 1.5559 1.1500 -2.4363 0.1230
H -1.0734 1.5324 0.5979 0.0707
H -2.0339 -0.3031 -0.8959 0.1259
H -0.4584 -1.1880 -1.3623 0.1334
N -0.6408 -0.5177 0.6951 -0.2031
O -0.7818 1.9647 -0.2005 -0.0027
```

Calculated values
* SMILES: CN1C[C@@H]2C[C@@]2(O)C1
* Kohn-Sham gap: 0.3419 hartree

***

Run d
Formula: C6H11NO
Source: the OMol25 dataset
Level of theory: ωB97M-V with the def2-TZVPD basis set

```
19
Properties=species:S:1:pos:R:3:lowdin_charge:R:1
C -0.1695 -1.3490 -0.7531 -0.1851
C 0.7775 -1.2542 0.5758 -0.0903
C 0.5529 0.0684 1.4103 -0.2593
C 0.8993 1.4099 0.8598 -0.0420
C -0.3621 1.0165 -0.0052 -0.4234
C -1.1185 1.2163 -1.2899 0.0051
H 0.5355 -1.7715 -1.6079 0.1259
H -0.6765 -2.3344 -0.7980 0.0977
H 0.7880 -2.2102 1.0259 0.0736
H 1.8864 -1.2178 0.0592 0.1472
H 0.4414 0.0117 2.4696 0.1211
H 1.8179 1.4928 0.2793 0.1106
H 0.8766 2.1122 1.6969 0.1112
H 0.2025 0.3246 -0.7152 0.0898
H -0.5636 1.6144 -2.2046 0.1243
H -2.2380 1.2485 -1.5521 0.1274
H -1.5198 -0.3430 0.9996 0.0812
N -0.9296 0.4045 1.0969 0.0609
O -1.2006 -0.4396 -1.5473 -0.2758
```

Calculated values
* Kohn-Sham gap: 0.3547 hartree

***

Quick one: least stable of them? run d

***

Run a
Formula: C6H11NO
Source: the OMol25 dataset
Level of theory: ωB97M-V with the def2-TZVPD basis set

```
19
Properties=species:S:1:pos:R:3:lowdin_charge:R:1
C -2.6257 0.2647 0.0846 -0.0659
C -1.4787 -0.7645 -0.1629 -0.2697
C 1.0177 -1.1166 0.0132 -0.0664
C 2.1971 -0.2012 -0.1413 -0.1720
C 1.6589 1.1544 0.0746 -0.0668
C 0.1775 1.1305 -0.0915 -0.4172
H -3.5214 -0.4024 0.0498 0.0815
H -2.5214 1.0769 -0.5072 0.0017
H -2.3695 0.7274 1.2198 0.1475
H -1.5245 -1.5481 0.4230 0.0474
H -1.6965 -1.2300 -1.3435 0.1803
H 0.8764 -1.4896 1.1262 0.1661
H 0.8844 -1.8565 -0.5573 0.0382
H 2.6432 -0.3258 -1.1449 0.1397
H 3.0050 -0.4753 0.2030 0.0231
H 1.8109 1.2972 1.3221 0.2048
H 2.2193 1.8707 -0.2180 0.0469
N -0.2228 -0.2221 -0.1033 -0.0722
O -0.5301 2.1104 -0.2465 0.0527
```

Calculated values
* SMILES: CCN1CCCC1=O
* Kohn-Sham gap: 0.3552 hartree

***

Run b
Formula: C6H11NO
Source: the OMol25 dataset
Level of theory: ωB97M-V with the def2-TZVPD basis set

```
19
Properties=species:S:1:pos:R:3:lowdin_charge:R:1
C 1.0912 1.2408 -0.2939 -0.2473
C -0.3722 1.4508 -0.4661 -0.0833
C 1.9242 0.7132 0.8566 -0.0654
C 1.7956 -0.0247 -0.3540 -0.3526
C 1.1474 -1.3912 -0.3536 -0.0381
C -3.0159 -0.6798 0.3836 -0.1055
N -1.1283 0.4884 -0.1287 -0.0028
O -2.5013 0.4890 -0.2414 -0.1870
H 1.5287 1.9796 -0.9896 0.1339
H -0.7481 2.3749 -1.0339 0.1463
H 1.1699 0.2707 1.5335 0.1229
H 2.7700 1.2414 1.3497 0.1218
H 2.6066 0.0070 -1.0292 0.1255
H 1.7832 -2.0799 0.2364 0.0997
H 1.0508 -1.8611 -1.2326 0.0329
H 0.1889 -1.3103 0.0362 0.0224
H -2.1797 -1.4066 0.2764 0.0672
H -3.9555 -1.0028 -0.1238 0.0861
H -3.1554 -0.4993 1.5744 0.1233
```

Calculated values
* SMILES: CO/N=C/[C@H]1C[C@H]1C
* Kohn-Sham gap: 0.3743 hartree

***

Quick one: least stable of them? run b

***

Run a
Formula: C5H8N2S
Source: the OMol25 dataset
Level of theory: ωB97M-V with the def2-TZVPD basis set

```
16
Properties=species:S:1:pos:R:3:lowdin_charge:R:1
C 0.6680 0.6574 -1.5507 -0.2530
C -0.7487 0.3169 -1.4720 -0.1840
C -0.6050 0.4009 0.0391 -0.4701
C -0.7773 -1.2009 1.6284 -0.2920
C 0.8891 0.4832 -0.0140 -0.5044
H 0.9109 1.7075 -1.6269 0.1015
H 1.3042 -0.0467 -2.1669 0.1225
H -0.8531 -0.7108 -2.0347 0.1419
H -1.4386 1.2353 -2.0195 0.1716
H -0.9817 1.4823 0.0996 0.1618
H -1.1075 -1.6582 2.6557 0.1399
H 0.8230 -1.2426 2.8158 0.1658
H 1.1748 1.4953 0.5067 0.1445
N -1.4301 -0.3350 0.9226 0.0946
N 0.5851 -1.4466 1.7272 -0.4643
S 1.5869 -1.1379 0.4896 0.9238
```

Calculated values
* SMILES: C1=N[C@@H]2CC[C@@H]2SN1
* Kohn-Sham gap: 0.3433 hartree

***

Run b
Formula: C5H8N2S
Source: the OMol25 dataset
Level of theory: ωB97M-V with the def2-TZVPD basis set

```
16
Properties=species:S:1:pos:R:3:lowdin_charge:R:1
C -0.8659 0.9932 -0.5528 -0.4633
C 1.7265 -0.5816 0.0249 -0.4330
C 0.3485 -1.2273 0.2629 -0.2800
C -0.6222 -0.8362 1.4047 -0.0588
C -0.9039 -0.4267 -0.0410 -0.2030
H -1.7883 2.3453 -1.6025 0.0507
H 0.5033 2.2126 -1.3329 0.1066
H 2.5045 -0.9950 0.6520 0.0645
H 2.0740 -0.8119 -1.0152 0.0909
H 0.2785 -2.2817 -0.0385 0.1323
H -1.2439 -1.6975 1.7131 0.1078
H -0.3013 -0.1453 2.1694 0.0881
H -1.7622 -0.8728 -0.4818 0.1188
N -1.9310 1.4186 -1.1562 0.1079
N 0.3126 1.7237 -0.4350 -0.3209
S 1.6707 1.1825 0.4288 0.8913
```

Calculated values
* SMILES: [H]/N=C1\NSC[C@H]2C[C@@H]12
* Kohn-Sham gap: 0.3467 hartree

***

Quick one: least stable of them? run a

***

Run a
Formula: C7H14
Source: the OMol25 dataset
Level of theory: ωB97M-V with the def2-TZVPD basis set

```
21
Properties=species:S:1:pos:R:3:lowdin_charge:R:1
C 2.3827 -0.1200 -0.1409 -0.0517
C 1.1084 -0.5627 -0.5824 -0.4132
C -0.0781 -1.4297 0.1296 -0.0717
C -1.1609 -0.5322 -0.4792 -0.3181
C -2.4541 -0.2713 0.2714 -0.0680
C 0.0021 0.4536 -0.4197 -0.2691
C 0.0299 1.3457 0.7924 -0.0970
H 1.8982 1.3522 -1.1117 0.0874
H 2.4870 0.2614 0.8750 0.0524
H 3.2895 -0.5278 -0.5834 0.0489
H 1.1465 -0.9292 -1.6146 0.1463
H -0.0153 -2.4589 -0.2235 0.1158
H -0.0677 -1.4073 1.2207 0.1172
H -1.3674 -0.8449 -1.5082 0.1415
H -2.2759 -0.0304 1.3242 0.0737
H -3.0120 0.5609 -0.1744 0.0819
H -3.1022 -1.1533 0.2403 0.0780
H 1.1015 1.5530 -1.3334 0.0973
H 0.9484 1.9380 0.8165 0.0684
H -0.0269 0.7877 1.7405 0.0924
H -0.8337 2.0151 0.7609 0.0877
```

Calculated values
* Kohn-Sham gap: 0.2802 hartree

***

Run b
Formula: C7H14
Source: the OMol25 dataset
Level of theory: ωB97M-V with the def2-TZVPD basis set

```
21
Properties=species:S:1:pos:R:3:lowdin_charge:R:1
C -0.9970 1.4100 -2.6321 -0.1226
C -0.9691 0.9143 -1.1825 -0.2755
C 0.2273 -0.0407 -0.9841 -0.1976
C 0.4674 -0.4915 0.4233 -0.3076
C -0.3631 -0.2164 1.4179 -0.1272
C -0.2628 -0.7879 2.8070 -0.1047
C 1.8148 -1.1453 0.6655 -0.0506
H -0.0115 1.7886 -2.9059 0.0652
H -1.2127 0.5475 -3.2626 0.0721
H -1.5741 2.3200 -2.8054 0.0685
H -0.7442 1.8041 -0.5740 0.1108
H -1.9171 0.4700 -0.8878 0.1052
H 0.0416 -0.8266 -1.7205 0.1200
H 1.1098 0.4727 -1.3831 0.1164
H -1.2297 0.4297 1.3499 0.0974
H 0.0322 -0.0174 3.5213 0.0717
H -1.2498 -1.1213 3.1521 0.0709
H 0.3852 -1.6420 3.0195 0.0627
H 1.7180 -1.9803 1.3418 0.0640
H 2.1973 -1.5087 -0.2945 0.0734
H 2.5375 -0.3787 0.9340 0.0875
```

Calculated values
* SMILES: C/C=C(\C)CCC
* Kohn-Sham gap: 0.3639 hartree

***

Run c
Formula: C7H14
Source: the OMol25 dataset
Level of theory: ωB97M-V with the def2-TZVPD basis set

```
21
Properties=species:S:1:pos:R:3:lowdin_charge:R:1
C -2.3461 0.3247 1.3890 -0.1051
C -1.5676 1.1130 0.2942 -0.2270
C -1.0108 0.2141 -0.8278 -0.1797
C 0.4245 -0.1938 -0.5186 -0.3143
C 1.4794 0.4011 -1.0598 -0.1274
C 2.9027 -0.0317 -0.8039 -0.1098
C 0.5623 -1.3533 0.4378 -0.0492
H -3.3540 0.7380 1.5001 0.0631
H -1.8051 0.3703 2.3293 0.0616
H -2.5448 -0.7150 1.1224 0.0617
H -0.7821 1.6629 0.7834 0.0970
H -2.2792 1.7948 -0.1557 0.0911
H -1.2386 0.5599 -1.8380 0.1084
H -1.5648 -0.7250 -0.8296 0.0928
H 1.3809 1.3363 -1.6018 0.1039
H 3.2543 0.1989 0.2078 0.0799
H 3.5533 0.4236 -1.5566 0.0678
H 3.0138 -1.1062 -0.8958 0.0579
H 0.6598 -0.9952 1.4647 0.0915
H 1.4647 -1.9081 0.1678 0.0652
H -0.2025 -2.1094 0.3915 0.0707
```

Calculated values
* SMILES: C/C=C(\C)CCC
* Kohn-Sham gap: 0.3648 hartree

***

Run d
Formula: C7H14
Source: the OMol25 dataset
Level of theory: ωB97M-V with the def2-TZVPD basis set

```
21
Properties=species:S:1:pos:R:3:lowdin_charge:R:1
C 1.9472 -0.6667 0.9224 -0.0930
C 1.0987 -0.6401 -0.3569 -0.2077
C 0.0633 0.4425 -0.3837 -0.4765
C 0.5808 1.8817 -0.2367 -0.0418
C -1.1273 0.4178 -1.2647 -0.0857
C -1.3705 0.1567 0.1903 -0.2451
C -1.9634 -1.1986 0.5502 -0.0737
H 2.6391 -1.5139 0.8913 0.0687
H 2.5521 0.2397 1.0386 0.0627
H 1.3355 -0.7730 1.8287 0.0793
H 1.7427 -0.5203 -1.2344 0.1150
H 0.5774 -1.5995 -0.4524 0.1001
H 1.0689 2.1455 -1.1864 0.0899
H 1.3107 2.0498 0.5631 0.0695
H -0.2309 2.6107 -0.1000 0.0864
H -1.4334 1.3115 -1.8000 0.1050
H -1.1985 -0.4962 -1.8528 0.1165
H -1.2065 0.8697 0.9704 0.1176
H -1.9322 -1.3920 1.6253 0.0699
H -1.4324 -2.0063 0.0336 0.0645
H -3.0211 -1.3189 0.2538 0.0786
```

Calculated values
* SMILES: CC[C@@]1(C)C[C@H]1C
* Kohn-Sham gap: 0.3620 hartree

***

Quick one: least stable of them? run a